(1)
{"formula": "C21H25N3O4", "method": "ωB97M-V/def2-TZVPD", "species": ["C", "C", "N", "C", "C", "C", "C", "N", "C", "O", "C", "O", "C", "C", "O", "C", "C", "C", "C", "C", "O", "C", "C", "C", "C", "C", "C", "N", "H", "H", "H", "H", "H", "H", "H", "H", "H", "H", "H", "H", "H", "H", "H", "H", "H", "H", "H", "H", "H", "H", "H", "H", "H"], "coordinates": [[2.0815, 1.0320, -2.7684], [2.6706, 1.8928, -1.6550], [3.2947, 1.0860, -0.6182], [4.6022, 0.5880, -1.0055], [5.0309, -0.6131, -0.1711], [3.2860, 1.7062, 0.6969], [2.4565, 0.8898, 1.6994], [1.0540, 0.8532, 1.3549], [0.2770, 1.9021, 1.0526], [0.5531, 3.0891, 0.9510], [-1.1072, 1.3816, 0.8605], [-2.0624, 2.2700, 0.5978], [-1.1147, 0.0492, 1.0698], [-2.2010, -0.9356, 1.0973], [-2.1060, -1.9704, 1.7401], [-3.3936, -0.6287, 0.3183], [-4.6381, -1.2176, 0.3613], [-5.4192, -0.5569, -0.6024], [-4.6033, 0.3818, -1.1813], [-4.8595, 1.3696, -2.2601], [-3.3833, 0.3369, -0.6315], [0.2892, -0.3802, 1.4133], [0.8482, -1.4248, 0.4714], [0.3758, -1.5708, -0.8271], [0.9425, -2.5473, -1.6294], [1.9580, -3.3350, -1.1117], [2.3603, -3.1034, 0.1942], [1.8215, -2.1755, 0.9649], [2.8565, 0.5367, -3.3479], [1.4370, 0.2712, -2.3376], [1.4980, 1.6541, -3.4428], [1.8579, 2.4576, -1.1961], [3.3819, 2.6192, -2.0866], [4.5433, 0.2765, -2.0494], [5.3717, 1.3799, -0.9360], [5.1932, -0.3386, 0.8677], [4.2633, -1.3807, -0.2104], [5.9583, -1.0215, -0.5660], [4.3029, 1.7904, 1.0960], [2.8679, 2.7149, 0.6508], [2.5720, 1.3347, 2.6957], [2.8041, -0.1440, 1.7223], [-1.6184, 3.1417, 0.5802], [-4.9313, -2.0121, 1.0159], [-6.4459, -0.7449, -0.8418], [-5.9035, 1.3331, -2.5553], [-4.6157, 2.3719, -1.9116], [-4.2352, 1.1566, -3.1273], [0.3319, -0.8021, 2.4264], [-0.4238, -0.9441, -1.1913], [0.5958, -2.6916, -2.6426], [2.4228, -4.1082, -1.7031], [3.1468, -3.6890, 0.6533]], "nbo_charge": [-0.612, -0.210, -0.471, -0.206, -0.614, -0.236, -0.226, -0.386, 0.607, -0.651, 0.308, -0.632, -0.220, 0.560, -0.554, 0.108, -0.203, -0.333, 0.333, -0.656, -0.386, -0.071, 0.223, -0.255, -0.148, -0.262, 0.041, -0.437, 0.198, 0.210, 0.208, 0.207, 0.163, 0.195, 0.159, 0.199, 0.213, 0.210, 0.191, 0.226, 0.198, 0.240, 0.508, 0.240, 0.229, 0.230, 0.233, 0.229, 0.242, 0.227, 0.217, 0.221, 0.196], "smiles": "CCN(CC)CCN1C(=O)C(O)=C(C(=O)c2ccc(C)o2)[C@H]1c1ccccn1", "e_homo_ev": -8.36, "lumo_ev": -0.129, "orbital_gap_ev": 8.23, "largest_force_ev_per_a": 1.5, "e_above_lowest_kj_mol": 288.3}



(2)
{"formula": "C21H25N3O4S", "method": "ωB97M-V/def2-TZVPD", "species": ["C", "O", "C", "C", "C", "C", "O", "N", "C", "S", "N", "C", "C", "C", "C", "C", "C", "N", "C", "C", "C", "C", "C", "C", "O", "C", "C", "O", "C", "H", "H", "H", "H", "H", "H", "H", "H", "H", "H", "H", "H", "H", "H", "H", "H", "H", "H", "H", "H", "H", "H", "H", "H", "H"], "coordinates": [[-3.9643, -3.4695, 0.5205], [-4.7232, -2.2974, 0.3434], [-4.0653, -1.1119, 0.2711], [-2.6935, -0.9661, 0.3324], [-2.1165, 0.2981, 0.2314], [-0.6444, 0.3720, 0.3035], [0.0318, -0.5231, 0.7955], [-0.0862, 1.4982, -0.2395], [1.2567, 1.8549, -0.3216], [1.5968, 3.2069, -1.2085], [2.1236, 1.0552, 0.2989], [3.5161, 1.2114, 0.4254], [4.0436, 2.4567, 0.7328], [5.3911, 2.6157, 0.9917], [6.2124, 1.5027, 0.9749], [5.7035, 0.2595, 0.6574], [4.3528, 0.0759, 0.3336], [3.8630, -1.1652, -0.0050], [2.7871, -1.3656, -0.9722], [3.1427, -2.6688, -1.6878], [3.8764, -3.4362, -0.5944], [4.7242, -2.3345, 0.0295], [-2.9310, 1.4175, 0.1016], [-4.3142, 1.2938, 0.0532], [-5.1482, 2.3774, -0.0526], [-4.5880, 3.6650, -0.1438], [-4.9022, 0.0188, 0.1199], [-6.2189, -0.2917, 0.0760], [-7.2096, 0.6792, -0.1757], [-3.3892, -3.4402, 1.4512], [-3.2848, -3.6403, -0.3208], [-4.6887, -4.2807, 0.5689], [-2.0363, -1.8111, 0.4516], [-0.6881, 2.1464, -0.7301], [1.7126, 0.2220, 0.7237], [3.3785, 3.3032, 0.7895], [5.7858, 3.5910, 1.2284], [7.2634, 1.5998, 1.2039], [6.3751, -0.5829, 0.6510], [1.8269, -1.4917, -0.4585], [2.7147, -0.5224, -1.6640], [3.8155, -2.4756, -2.5247], [2.2610, -3.1865, -2.0594], [3.1639, -3.8244, 0.1338], [4.4797, -4.2579, -0.9745], [5.6309, -2.1862, -0.5751], [5.0205, -2.5545, 1.0585], [-2.4958, 2.4028, 0.0860], [-4.0177, 3.9243, 0.7537], [-5.4375, 4.3404, -0.2337], [-3.9516, 3.7693, -1.0282], [-7.0470, 1.1861, -1.1291], [-7.2642, 1.4210, 0.6232], [-8.1438, 0.1195, -0.2169]], "nbo_charge": [-0.252, -0.477, 0.268, -0.264, -0.149, 0.687, -0.630, -0.632, 0.287, -0.238, -0.609, 0.143, -0.191, -0.254, -0.188, -0.268, 0.157, -0.427, -0.219, -0.406, -0.406, -0.208, -0.280, 0.230, -0.507, -0.252, 0.302, -0.488, -0.239, 0.179, 0.177, 0.203, 0.243, 0.431, 0.449, 0.232, 0.213, 0.211, 0.212, 0.201, 0.206, 0.202, 0.216, 0.204, 0.216, 0.175, 0.204, 0.217, 0.180, 0.204, 0.180, 0.182, 0.185, 0.191], "smiles": "COc1cc(C(=O)NC(=S)Nc2ccccc2N2CCCC2)cc(OC)c1OC", "e_homo_ev": -7.49, "lumo_ev": 0.159, "orbital_gap_ev": 7.65, "largest_force_ev_per_a": 0.8, "e_above_lowest_kj_mol": 228.6}



(3)
{"formula": "C21H25N5O2", "method": "ωB97M-V/def2-TZVPD", "species": ["O", "C", "C", "C", "C", "O", "N", "C", "C", "N", "C", "C", "C", "C", "C", "C", "C", "C", "C", "N", "C", "C", "C", "C", "N", "C", "C", "N", "H", "H", "H", "H", "H", "H", "H", "H", "H", "H", "H", "H", "H", "H", "H", "H", "H", "H", "H", "H", "H", "H", "H", "H", "H"], "coordinates": [[-1.5421, -2.7670, 1.3218], [-1.9391, -2.2338, 0.2999], [-1.2081, -2.3630, -1.0308], [0.1119, -1.5390, -1.0195], [0.0458, -0.5126, 0.1145], [-0.6984, 0.4553, 0.0565], [0.8325, -0.7196, 1.1793], [1.7507, -1.8158, 1.3908], [1.4635, -2.9262, 0.3762], [1.2546, -2.4291, -0.9649], [2.4400, -1.9501, -1.6584], [2.9894, -0.6353, -1.1865], [4.2434, -0.4534, -0.7798], [4.8192, 0.7930, -0.2920], [4.0382, 1.8809, 0.1017], [4.6284, 3.0418, 0.5621], [6.0079, 3.1434, 0.6413], [6.7957, 2.0695, 0.2618], [6.2071, 0.9061, -0.1946], [-3.0562, -1.4912, 0.2408], [-3.7257, -1.0057, 1.4230], [-3.5764, 0.5176, 1.5212], [-4.3627, 1.2399, 0.4718], [-5.0106, 2.4501, 0.7334], [-5.6817, 3.1071, -0.1945], [-5.7255, 2.5725, -1.4065], [-5.0970, 1.3673, -1.6795], [-4.4237, 0.7111, -0.7481], [-1.8526, -2.0237, -1.8396], [-0.9437, -3.4071, -1.1992], [0.1625, -0.9741, -1.9557], [0.7544, -0.0353, 1.9196], [2.7800, -1.4480, 1.2908], [1.6141, -2.2014, 2.4051], [0.5461, -3.4363, 0.6808], [2.2842, -3.6454, 0.3681], [2.1672, -1.8602, -2.7180], [3.2030, -2.7285, -1.5738], [2.2858, 0.1856, -1.1913], [4.9317, -1.2907, -0.8198], [2.9614, 1.8155, 0.0583], [4.0086, 3.8737, 0.8641], [6.4657, 4.0532, 1.0006], [7.8721, 2.1392, 0.3243], [6.8270, 0.0706, -0.4892], [-3.2821, -0.9486, -0.5859], [-3.2635, -1.4925, 2.2851], [-4.7855, -1.2795, 1.3813], [-2.5198, 0.7617, 1.3647], [-3.8746, 0.8670, 2.5103], [-4.9893, 2.9017, 1.7163], [-6.2755, 3.1221, -2.1571], [-5.1285, 0.9087, -2.6589]], "nbo_charge": [-0.663, 0.681, -0.484, -0.128, 0.666, -0.667, -0.598, -0.237, -0.246, -0.442, -0.246, -0.177, -0.198, -0.098, -0.143, -0.223, -0.213, -0.209, -0.186, -0.621, -0.218, -0.468, 0.194, 0.005, -0.369, -0.025, 0.012, -0.437, 0.217, 0.247, 0.231, 0.404, 0.197, 0.207, 0.240, 0.205, 0.204, 0.202, 0.196, 0.198, 0.202, 0.213, 0.213, 0.213, 0.207, 0.433, 0.238, 0.193, 0.269, 0.216, 0.195, 0.200, 0.198], "smiles": "O=C(C[C@H]1C(=O)NCCN1C/C=C/c1ccccc1)NCCc1cnccn1", "e_homo_ev": -8.31, "lumo_ev": 0.531, "orbital_gap_ev": 8.84, "largest_force_ev_per_a": 0.8, "e_above_lowest_kj_mol": 173.6}



| no. | electronic energy (eV) |
| --- | --- |
| 1 | -34842.818 |
| 2 | -45677.879 |
| 3 | -33728.699 |